Record 1
10
Properties=species:S:1:pos:R:3:forces:R:3 method="wB97M-V/def2-TZVPD" charge=+3 lumo_energy_ev="-16.21 / -17.56" homo_lumo_gap_ev="7.110 / 5.588"
F 1.569 -0.767 -3.010 2.111 -0.345 2.438
H 2.383 -0.960 -2.477 -2.027 0.388 -2.134
H -0.190 2.012 -0.046 -0.063 0.249 -0.154
O -1.354 0.471 0.782 0.602 0.328 -0.196
O 0.434 -0.669 1.119 2.961 0.588 -1.483
C -0.352 0.931 -0.174 -0.020 0.817 -1.647
C 0.827 0.131 0.138 -2.591 -1.676 2.198
C -0.847 -0.398 1.535 -0.615 -0.063 -0.138
H -0.703 0.730 -1.224 0.154 0.212 0.293
Sc -1.767 -1.481 3.359 -0.514 -0.499 0.823

Record 2
57
Properties=species:S:1:pos:R:3:forces:R:3 method="wB97M-V/def2-TZVPD" charge=+3 lumo_energy_ev=-12.20 homo_lumo_gap_ev=4.481
C -2.864 1.327 1.474 1.013 1.892 -0.050
I -2.918 -0.572 2.124 -0.018 -2.756 0.477
H -3.129 1.378 0.415 -0.113 0.284 0.575
H -1.795 1.610 1.617 -0.983 0.401 -0.174
H -3.524 1.866 2.166 0.312 0.286 -0.729
Zr 1.253 -0.096 -0.593 0.049 -0.077 0.944
P -1.899 -0.128 -1.782 -0.188 -0.574 -1.860
C -3.785 0.133 -1.819 -0.704 0.247 0.786
C -1.503 0.737 -3.377 0.203 0.853 0.411
H -0.849 -2.069 -2.872 -0.074 0.082 -0.093
H -2.579 -1.875 -3.266 0.010 -0.101 -0.090
H -2.076 -2.581 -1.712 -0.134 -0.029 -0.013
C -1.838 -1.837 -2.471 0.293 -0.028 0.710
H -0.491 0.516 -3.757 -0.487 -0.064 0.185
H -2.266 0.430 -4.108 0.380 0.111 0.168
H -4.137 0.347 -2.862 0.806 -0.193 0.720
H -4.095 0.991 -1.197 0.208 -0.281 -0.433
H -1.569 1.834 -3.227 -0.050 -0.547 -0.208
H -4.410 -0.723 -1.452 1.066 0.423 -0.156
C -0.108 0.594 4.263 -1.748 1.917 1.883
O -0.666 1.268 5.002 1.319 -1.694 -1.851
Cl 2.057 -0.504 -2.785 -0.177 0.223 1.788
O 2.236 -0.037 1.015 -1.282 -0.209 -2.663
As 3.651 -0.304 2.528 -1.871 0.680 -2.097
C 5.071 0.027 1.242 0.205 0.415 1.539
C 6.077 0.872 1.754 0.121 -0.268 -0.246
C 7.212 1.114 0.974 -0.217 -0.042 -0.408
C 7.324 0.511 -0.296 -0.224 0.173 0.469
C 6.310 -0.337 -0.775 -0.299 0.113 0.198
C 5.154 -0.558 -0.016 0.231 -0.184 -0.291
C 2.955 1.213 3.501 1.149 -0.974 1.206
C 2.825 1.041 4.903 0.137 -0.383 -0.532
C 2.326 2.100 5.652 0.196 0.019 0.309
C 2.063 3.339 5.047 -0.195 -0.596 -0.206
C 2.257 3.496 3.669 0.144 -0.162 -0.067
C 2.749 2.440 2.893 -0.140 0.481 -0.441
C 2.875 -2.031 2.898 1.762 0.353 0.533
C 1.584 -2.091 3.392 -0.394 0.346 0.042
C 1.076 -3.338 3.732 -0.340 0.134 0.184
C 1.891 -4.472 3.694 0.128 0.115 -0.523
C 3.217 -4.373 3.244 0.014 -0.023 0.056
C 3.736 -3.141 2.863 0.015 0.227 0.041
H 5.966 1.330 2.741 0.148 -0.112 -0.292
H 7.988 1.794 1.342 -0.292 -0.336 -0.184
H 8.188 0.739 -0.928 -0.289 -0.236 0.310
H 6.409 -0.827 -1.745 -0.037 0.286 0.225
H 4.311 -1.130 -0.416 0.508 -0.135 0.117
H 3.136 0.078 5.359 -0.517 0.751 -0.142
H 2.139 1.943 6.720 0.192 0.217 -0.405
H 1.664 4.162 5.643 0.182 -0.227 -0.182
H 2.026 4.446 3.194 0.148 -0.134 0.100
H 2.973 2.568 1.824 -0.223 0.077 0.510
H 1.015 -1.167 3.525 0.006 -0.556 -0.172
H 0.031 -3.395 4.053 0.449 -0.124 0.010
H 1.474 -5.438 3.981 0.207 0.230 -0.017
H 3.858 -5.250 3.201 -0.153 0.104 0.113
H 4.793 -2.989 2.610 -0.450 -0.394 -0.084

Record 3
90
Properties=species:S:1:pos:R:3:forces:R:3 method="wB97M-V/def2-TZVPD" charge=0 lumo_energy_ev=0.65 homo_lumo_gap_ev=10.854 smiles="CCOC(C)=O.CCOC(C)=O.CCOC(C)=O.CC#N.CC#N.CC#N.CC#N.CC#N.CC#N.CC#N.CC#N"
C 1.177 -3.520 -0.961 -1.169 0.768 0.288
C 0.600 -3.733 0.466 1.724 -0.900 -0.914
O -0.200 -2.731 1.071 -0.330 -0.575 -0.310
C 0.324 -1.559 1.309 0.851 0.390 -0.744
C -0.592 -0.663 2.029 1.076 1.181 0.862
O 1.448 -1.222 0.961 -0.563 -0.657 0.476
H 2.177 -3.156 -0.921 0.596 0.437 -0.102
H 0.563 -2.783 -1.508 0.225 -0.322 0.103
H 1.188 -4.460 -1.514 -0.205 -0.046 0.150
H -0.072 -4.557 0.358 -0.378 -0.657 0.487
H 1.482 -3.990 1.099 -0.962 0.156 0.045
H -1.645 -0.796 1.948 -0.548 -0.480 -0.290
H -0.323 0.309 1.647 -0.250 0.559 0.062
H -0.260 -0.677 3.079 -0.336 -0.043 -0.172
C 0.036 6.232 -0.472 0.211 0.454 -0.555
C -1.436 6.551 -0.679 0.000 0.202 2.050
O -2.139 6.159 0.605 0.401 -0.625 -1.427
C -2.491 4.851 0.579 -0.583 0.667 2.055
C -2.858 4.317 1.958 0.960 1.185 -0.149
O -2.567 4.196 -0.405 0.064 -0.767 -1.502
H 0.571 6.696 -1.266 0.452 0.613 -1.066
H 0.315 5.211 -0.580 -0.289 -1.091 0.216
H 0.563 6.627 0.401 -0.850 0.034 0.327
H -1.584 7.626 -0.698 -0.076 0.060 -0.132
H -1.936 6.089 -1.536 0.369 -0.001 0.339
H -3.142 3.290 1.886 -0.751 -0.440 -0.174
H -3.579 5.009 2.436 0.374 -0.658 -0.055
H -1.918 4.279 2.523 -0.222 0.381 0.129
C 6.257 -0.387 -3.874 -1.400 -0.742 0.793
C 5.391 0.541 -2.939 1.566 0.295 -0.587
O 4.015 0.645 -3.320 -0.988 -1.401 -0.352
C 3.250 -0.441 -2.964 1.047 -1.084 1.843
C 1.889 -0.596 -3.699 0.613 0.481 1.235
O 3.678 -1.202 -2.076 -1.429 1.361 -2.279
H 6.136 -0.144 -4.900 -0.401 0.658 -0.960
H 6.054 -1.477 -3.853 -0.326 0.597 0.554
H 7.306 -0.314 -3.708 0.818 0.423 0.636
H 5.529 0.354 -1.873 -0.309 -0.492 -0.152
H 5.753 1.563 -3.072 0.006 -0.054 -0.178
H 1.420 0.406 -3.809 0.392 -0.650 -0.213
H 1.232 -1.196 -3.032 0.530 0.307 -0.633
H 2.049 -1.089 -4.671 -0.087 0.298 0.387
C -3.228 -3.144 -1.224 0.637 -1.607 -1.158
C -3.413 -2.114 -0.270 -0.063 1.165 1.431
N -3.557 -1.271 0.500 -0.059 -0.218 -0.143
H -3.611 -2.743 -2.184 0.329 -0.541 0.315
H -3.795 -4.066 -0.927 0.541 0.857 -0.332
H -2.128 -3.407 -1.311 -1.349 0.332 0.011
C -2.879 -7.811 0.925 1.251 0.046 -0.520
C -2.425 -7.060 -0.285 0.669 -0.518 -0.071
N -1.949 -6.631 -1.247 -0.609 -0.024 0.829
H -1.965 -8.329 1.379 -1.283 1.039 -0.386
H -3.517 -8.610 0.557 -0.305 0.026 0.169
H -3.402 -7.109 1.589 0.301 -0.472 0.003
C -3.224 -2.706 3.753 -0.684 0.940 0.489
C -3.357 -3.869 2.945 0.003 2.135 1.752
N -3.530 -4.787 2.330 -0.474 -3.403 -2.373
H -2.604 -2.928 4.610 0.219 0.111 0.194
H -4.222 -2.343 4.095 0.767 -0.317 -0.312
H -2.771 -1.964 3.113 0.130 0.447 0.173
C 4.387 -2.439 0.909 0.459 -1.023 2.946
C 4.699 -1.108 1.384 1.321 1.843 -0.394
N 4.991 -0.027 1.701 -0.503 -1.593 -0.328
H 3.863 -2.863 1.782 -0.297 -0.100 -0.269
H 5.228 -3.150 0.826 -0.068 0.881 -0.561
H 3.691 -2.406 0.136 -0.769 0.027 -1.574
C 2.635 -0.297 3.999 1.318 0.847 0.823
C 2.027 -1.624 4.072 0.588 1.806 0.063
N 1.496 -2.629 4.025 -0.499 -1.277 0.096
H 2.812 0.245 4.951 -0.251 -1.080 0.079
H 1.997 0.432 3.516 -0.163 -0.290 -0.829
H 3.654 -0.339 3.550 -1.069 0.004 -0.039
C -1.827 2.034 -2.268 -1.737 -1.305 0.903
C -1.277 0.700 -1.964 -0.987 1.846 -0.194
N -0.821 -0.309 -1.708 0.617 -1.476 0.310
H -1.089 2.741 -2.035 0.771 1.181 0.805
H -2.823 2.238 -1.741 1.750 -0.336 -0.596
H -1.967 2.110 -3.314 -0.361 -0.073 -1.189
C 2.292 1.454 0.060 1.185 -1.622 0.409
C 1.174 2.203 0.521 -0.959 -0.443 -0.376
N 0.215 2.739 0.844 -0.439 0.559 0.368
H 2.771 1.993 -0.726 0.307 0.263 -0.842
H 2.107 0.355 -0.207 -0.104 1.838 0.390
H 3.007 1.468 0.889 0.125 -0.331 -0.135
C -5.377 6.033 -0.164 -1.155 -0.239 0.423
C -4.812 6.464 -1.397 0.013 0.560 -0.475
N -4.447 6.859 -2.405 0.416 0.137 -0.615
H -5.606 4.984 -0.268 0.237 -0.492 0.378
H -6.347 6.512 -0.011 0.146 0.197 -0.043
H -4.740 6.266 0.669 0.269 -0.129 0.306

What maximum force values result from the calculations? In sequence: 0.074, 0.062, 0.081 Eh/bohr.
What M values result from the calculations? In sequence: 135.01, 694.94, 592.74 g/mol.